No. 1
Formula: C37H54CeCl3N4O2S3Si4
Source: the Open Molecules 2025 dataset
Level of theory: ωB97M-V/def2-TZVPD

The geometry in XYZ format:
```
108
Properties=species:S:1:pos:R:3:forces:R:3
Ce 11.4390 12.7218 12.7329 0.4 -0.5 -0.6
Cl 9.1170 15.8089 9.3026 -0.1 0.3 0.6
Cl 10.4429 14.7444 14.6190 -1.3 1.7 -1.2
Cl 8.0092 19.4016 13.2779 -0.5 1.1 0.2
S 8.9896 11.0069 13.0512 0.1 0.3 -0.4
S 13.3291 10.7244 13.2444 0.4 -0.3 0.4
S 12.8998 15.8322 12.6938 -0.8 -0.1 1.3
Si 7.6119 11.3470 16.1473 1.7 -0.4 -0.4
Si 10.1557 8.4752 15.4918 0.0 -0.1 -0.5
Si 9.7817 10.7570 15.6646 0.1 1.1 -0.3
Si 11.0029 11.2648 17.6786 -0.5 0.5 -1.1
O 10.0058 14.1680 11.6054 -0.1 0.4 0.1
O 10.2329 10.7512 12.0859 0.4 -0.2 -0.9
N 11.6736 11.6341 9.9331 -0.7 -0.6 -1.0
N 14.5564 13.5866 11.2077 -0.1 -1.7 0.4
N 14.7996 13.3930 14.4356 -1.0 0.1 0.6
N 9.8748 11.8355 14.2335 0.1 -0.7 2.1
C 14.1149 14.6955 10.4816 -0.3 1.3 -1.3
C 11.0162 9.5575 8.8485 0.2 0.6 0.3
C 14.7581 10.9217 14.2473 0.5 0.0 -0.3
C 6.4499 10.7826 14.7645 -1.1 0.4 0.4
C 9.5995 15.3299 11.9714 -0.4 0.3 -1.2
C 15.7296 13.7469 12.0777 -0.3 0.3 0.3
C 10.6353 12.2210 9.2930 0.1 -0.7 0.2
C 14.6503 12.3223 10.4319 0.9 0.0 0.8
C 17.1128 10.8419 15.9245 -1.4 -0.1 -1.1
C 11.9979 8.0107 15.5390 -0.6 -0.1 0.4
C 12.9237 16.8055 10.2451 0.4 -0.1 -0.5
C 9.4327 7.7188 13.9056 0.6 -0.4 0.1
C 8.5980 17.5404 11.4054 0.3 -0.9 -0.1
C 15.3513 12.1034 14.7323 0.6 0.3 0.4
C 10.3046 10.4855 19.2484 0.2 -1.0 0.3
C 10.9740 13.1152 18.1170 -0.6 0.4 -0.6
C 9.0773 16.2813 10.9896 0.1 0.3 1.8
C 15.4673 14.2879 13.4983 0.9 -0.9 -0.1
C 16.5568 9.6719 15.3658 0.1 0.8 0.3
C 9.3669 7.3986 16.8877 -0.8 0.4 0.0
C 13.1035 16.7945 8.8794 0.1 0.1 -0.4
C 9.6721 11.5253 8.5664 1.6 -1.0 0.5
C 7.0505 10.6022 17.7617 -0.7 -0.7 0.5
C 15.4323 9.7303 14.5627 0.3 -0.2 0.3
C 13.7956 15.7433 8.2690 0.1 -0.1 0.3
C 9.8659 10.1412 8.3450 -1.1 0.9 -0.1
C 12.8565 10.8300 17.6643 0.3 -0.4 0.6
C 8.5558 17.8770 12.7628 1.1 -1.7 -0.3
C 8.7755 9.3660 7.6288 -0.1 -0.6 -0.2
C 7.5300 13.2344 16.3425 -0.7 -0.3 0.1
C 9.0960 17.0105 13.7228 -0.3 -0.1 -0.3
C 13.4266 15.7900 11.0745 -0.5 -0.4 -0.6
C 14.2938 14.7166 9.0843 0.0 0.8 0.4
C 16.4840 12.0370 15.5870 -0.2 -0.1 -0.3
C 14.4159 14.1432 15.6441 -0.6 0.0 -0.4
C 11.8562 10.3236 9.6637 -0.2 0.1 0.0
C 9.6105 15.7941 13.3042 0.5 -0.2 1.3
H 11.9531 6.9393 15.7324 0.4 -0.3 0.0
H 15.5312 12.3359 9.7363 -0.5 -0.2 0.4
H 8.8384 12.0943 8.2212 -0.6 0.0 -0.4
H 9.2193 10.3481 19.3926 0.5 0.1 -0.4
H 8.2443 7.4389 16.9158 0.9 0.2 -0.1
H 5.4565 10.9164 15.2353 0.0 -0.1 -0.3
H 6.4777 9.7521 14.3741 0.4 0.4 0.4
H 12.7082 9.7953 10.1091 -0.2 0.6 0.1
H 9.9788 7.9287 12.9830 0.1 0.6 0.2
H 10.0476 13.5187 18.5808 0.5 -0.5 -0.1
H 11.2752 8.5230 8.6517 -0.2 0.0 0.1
H 10.6407 11.0967 20.0966 0.2 -0.2 0.0
H 13.7282 12.1269 9.8977 0.2 0.3 -0.1
H 8.3837 8.5119 8.2401 0.5 0.7 -0.4
H 7.4836 13.7938 15.3970 0.2 -0.3 0.3
H 11.7972 13.1192 18.8039 0.4 0.6 0.8
H 16.3928 14.5052 11.6543 0.2 0.1 -0.3
H 9.1285 8.9494 6.6629 -0.1 0.1 0.5
H 12.4966 8.1977 14.6023 0.1 0.1 -0.5
H 13.9552 15.7268 7.1898 0.0 0.0 0.3
H 14.9218 13.9433 8.6850 -0.1 -0.2 -0.5
H 8.2711 18.2764 10.6893 -0.1 0.0 -0.2
H 16.4760 14.5628 13.8839 -0.1 0.1 0.0
H 13.3838 10.8782 16.6998 -0.3 0.2 0.2
H 9.0658 17.2891 14.7780 0.2 -0.1 -0.4
H 12.3423 17.6088 10.6795 0.0 -0.1 0.2
H 10.5199 13.2893 9.3884 0.1 0.1 0.4
H 16.8783 12.9678 16.0014 -0.1 -0.1 -0.2
H 15.0368 8.8173 14.1370 0.0 -0.1 0.1
H 16.9814 8.7138 15.5826 0.3 -0.5 0.1
H 14.8329 15.1781 13.4222 0.4 -0.2 0.0
H 12.6760 17.6334 8.3215 0.2 -0.4 -0.1
H 7.3937 9.5562 18.0059 -0.3 1.1 -0.5
H 8.3798 7.9528 13.7293 0.1 -0.2 0.2
H 9.7391 7.6121 17.9007 -0.1 0.1 -0.3
H 13.8388 13.5069 16.3388 0.2 0.2 -0.4
H 15.2561 14.5813 16.2028 0.2 -0.1 0.0
H 14.7685 11.4914 11.1743 0.0 0.7 -0.7
H 13.7826 14.9857 15.3139 0.1 -0.3 0.2
H 8.2592 13.6932 17.0379 -0.3 -0.4 -0.5
H 6.5325 13.2809 16.8044 0.0 0.6 0.1
H 13.2843 11.5643 18.3669 0.3 -0.2 -0.3
H 7.9182 10.0108 7.3887 0.3 -0.1 0.2
H 16.2867 12.7947 12.0396 -0.2 0.3 0.5
H 6.4786 11.4839 13.9219 0.1 -0.2 0.1
H 11.2151 13.8235 17.3137 0.1 -0.3 0.0
H 17.9837 10.8414 16.5391 0.4 -0.1 0.4
H 9.6334 6.6518 14.0584 -0.6 -0.3 0.0
H 13.1069 9.8316 18.0901 -0.4 0.5 -0.2
H 9.6155 6.3609 16.6615 0.1 -0.1 0.0
H 12.5953 8.4994 16.3126 -0.2 -0.1 0.0
H 5.9602 10.5888 17.5995 0.0 -0.2 0.6
H 10.8014 9.4855 19.3003 -0.5 0.6 0.3
H 7.2848 11.2476 18.6180 -0.1 -0.1 -0.2
```
Forces are in eV/Å.

HOMO-LUMO gap (spin up / spin down) ... 4.96 / 4.96 eV
Total charge ... -2
LUMO energy (spin up / spin down) ... 4.058 / 4.058 eV
2S+1 ... 2

---

No. 2
Formula: C37H55Cl2F6N2O3PbSSb
Source: the Open Molecules 2025 dataset
Level of theory: ωB97M-V/def2-TZVPD

The geometry in XYZ format:
```
108
Properties=species:S:1:pos:R:3:forces:R:3
Pb 0.1484 0.0430 -0.6924 0.2 0.2 0.6
Sb 0.9694 4.3530 -0.0253 -0.4 -1.8 -0.1
Cl 2.9732 0.8093 -0.9670 0.4 0.0 -0.2
Cl 2.2636 -1.9574 -1.4586 0.2 -0.5 -0.2
S -1.6968 2.8624 -2.3446 -2.4 -0.2 -0.7
F -0.8702 4.2460 0.5060 0.5 0.3 -0.2
F 2.6451 3.8842 -0.7551 -0.5 0.4 0.2
F 1.2426 6.1235 0.4217 0.0 -0.3 -0.1
F 1.4315 3.4592 1.5893 -0.1 0.6 -0.6
F 0.4983 2.3898 -0.6226 0.1 0.1 0.0
F 0.2887 4.6543 -1.8121 0.1 0.1 0.6
O 1.7189 -0.8831 1.4731 -0.1 0.0 0.6
O -1.8949 1.5822 -1.6137 0.5 0.3 0.0
O -2.2301 -0.8022 0.1287 -0.2 0.1 0.4
N -0.7934 -1.0157 2.4160 -0.4 0.4 -1.4
N 0.1471 -0.1204 -3.1368 -0.2 0.2 -0.2
C -2.8338 -0.9324 1.1826 0.0 0.0 -0.1
C 4.8568 -2.6019 4.1001 -0.2 0.1 0.0
C -6.3322 -2.7192 4.5199 0.1 0.1 0.0
C 0.6443 0.8592 7.1472 0.1 -0.2 0.0
C -5.1036 -0.3344 0.1684 -0.2 -0.1 -0.3
C 0.3498 -0.5752 -5.8956 0.0 0.1 0.6
C 3.5791 -0.7728 -1.5312 0.3 0.2 0.1
C 0.9095 0.6630 -3.9113 0.1 0.1 -0.1
C -2.3688 2.5394 -4.0202 0.7 0.1 -0.2
C 3.7103 -3.0288 1.9403 -0.2 0.1 0.1
C -4.6118 -1.4591 5.8251 -0.1 0.0 -0.2
C -4.1146 -2.0269 3.4972 1.2 -0.1 0.5
C 1.0383 0.4730 -5.2697 -0.2 -0.2 0.0
C 2.6478 -1.4549 3.5965 0.8 -0.4 0.7
C 1.0037 -0.6393 6.9547 -0.2 0.4 0.2
C -0.5561 -1.0907 -3.7306 0.0 0.0 0.0
C 3.9484 -1.9841 3.0385 0.3 0.4 -0.2
C -2.7387 -1.9446 3.4712 -0.3 -0.3 0.2
C -0.4864 -1.3463 -5.0833 0.1 0.1 -0.1
C -4.2133 -3.8577 5.1758 -0.1 0.2 -0.1
C 0.1073 -0.6750 4.6265 -0.5 0.2 -0.4
C -6.5988 -0.2807 0.4998 0.3 -0.1 0.0
C 2.4497 -1.2126 4.9197 0.7 -0.3 -0.9
C -4.8999 -1.2129 -1.0796 -0.1 0.2 0.0
C -4.6258 1.0938 -0.1331 0.2 -0.2 0.1
C -2.9570 4.0236 -1.7551 0.5 0.4 0.4
C -4.8579 -1.5006 2.3939 0.0 0.8 -1.3
C 1.5693 -1.1210 2.6567 -0.3 -0.1 -0.3
C -4.8301 -2.5193 4.7240 0.1 -0.4 0.4
C -2.0681 -1.2580 2.4426 0.5 -0.6 0.7
C -0.1711 -1.4997 7.4573 0.1 -0.1 -0.2
C -4.2945 -0.9263 1.3002 -0.9 0.1 0.2
C 0.1898 -0.9857 3.2653 -0.1 0.4 1.3
C 0.5189 -0.8585 -7.3376 0.1 -0.1 -0.3
C 1.1961 -0.8081 5.4716 -0.6 -0.1 0.0
C 2.2413 -0.9624 7.7873 0.0 -0.1 -0.1
C 4.6575 -0.7516 2.4309 0.1 -0.3 0.1
H -1.7288 1.8314 -4.5349 0.2 -0.1 0.1
H -0.2500 -1.4009 8.5367 0.0 0.1 0.1
H 3.0842 -2.6431 1.1420 0.0 -0.1 0.0
H -0.0008 -2.5490 7.2271 0.0 -0.1 0.0
H 0.3334 0.0316 -7.9357 0.0 0.1 -0.1
H -3.6119 1.0899 -0.5377 -0.2 0.0 0.1
H -2.3798 3.4764 -4.5671 0.1 0.2 0.0
H -3.9461 3.6086 -1.9244 0.1 -0.4 -0.2
H 3.9231 -0.6794 -2.5628 -0.1 0.0 0.2
H -5.5577 -0.8509 -1.8659 -0.1 0.0 -0.1
H -3.5565 -1.3405 6.0549 0.1 0.0 0.1
H 1.5507 -1.1540 -7.5343 0.0 0.0 0.0
H -6.5348 -3.4081 3.7041 -0.1 -0.1 -0.1
H -5.9300 -1.5635 2.4536 -0.1 0.1 -0.1
H -2.7974 4.2180 -0.6988 0.2 -0.1 0.1
H 3.2679 -1.3808 5.5985 0.1 -0.1 0.1
H -6.7894 0.3002 1.3988 -0.1 0.0 0.1
H -3.1825 -3.7508 5.4983 0.2 0.0 0.0
H 1.4310 1.4683 -3.4140 0.2 0.1 0.1
H 1.4378 1.5002 6.7733 0.1 0.1 0.0
H -5.1536 -2.2480 -0.8683 0.0 -0.1 0.0
H -1.1220 -1.1955 7.0277 -0.1 0.0 -0.1
H -5.0134 -0.4976 5.5131 0.0 0.1 0.0
H -5.1291 -1.7669 6.7291 -0.1 -0.1 0.1
H -2.1373 -2.3552 4.2668 0.0 0.1 0.2
H 5.2436 -1.8604 4.7924 0.1 0.1 0.1
H -3.8732 -1.1580 -1.4313 0.0 -0.1 -0.1
H 0.5281 1.0398 8.2131 0.0 0.1 0.1
H 3.2476 -3.9182 2.3601 -0.1 -0.2 0.0
H 4.6618 -3.3255 1.5076 0.1 0.0 0.0
H -1.1926 -1.6830 -3.0882 -0.1 -0.2 0.1
H -0.8514 -0.3590 5.0107 -0.1 -0.1 0.1
H -6.7588 -3.1450 5.4253 0.0 0.0 0.0
H -7.1320 0.1955 -0.3170 0.0 0.1 -0.1
H -5.2902 1.5401 -0.8675 -0.1 0.1 -0.1
H 4.8238 0.0092 3.1884 0.1 0.1 0.0
H 4.3804 -1.1045 -0.8674 -0.2 0.1 -0.1
H -1.0615 -2.1549 -5.5053 -0.1 -0.1 0.0
H 5.7075 -3.0588 3.6020 0.1 0.0 0.0
H 5.6219 -1.0779 2.0505 0.2 0.1 -0.1
H 4.3507 -3.3812 4.6632 -0.1 -0.1 0.1
H -0.2847 1.1219 6.6480 -0.1 0.0 0.0
H -7.0176 -1.2776 0.6148 -0.1 -0.1 0.1
H -0.1380 -1.6566 -7.6705 0.0 0.0 -0.1
H 2.0238 -0.7834 8.8388 0.0 0.0 0.0
H -2.8156 4.9457 -2.3119 0.1 0.1 -0.1
H 2.5210 -2.0110 7.6969 0.1 -0.1 0.0
H -6.8516 -1.7782 4.3480 -0.1 0.1 -0.1
H -4.2605 -4.5883 4.3732 0.0 -0.2 -0.1
H 4.0798 -0.3245 1.6195 0.0 0.1 -0.1
H -3.3723 2.1311 -3.9424 -0.1 0.0 0.4
H 3.0844 -0.3293 7.5212 0.1 0.0 0.0
H -4.7850 -4.2383 6.0168 0.0 -0.1 0.1
H -4.6487 1.7044 0.7665 0.0 0.2 0.1
H 1.6839 1.1181 -5.8446 0.1 0.1 0.0
```
Forces are in eV/Å.

HOMO-LUMO gap (spin up / spin down) ... 5.54 / 4.03 eV
Total charge ... +3
LUMO energy (spin up / spin down) ... -10.372 / -11.887 eV
2S+1 ... 2

---

| no. | M (g/mol) | energy (eV) |
| --- | --- | --- |
| 1 | 1041.9 | -163819.1211 |
| 2 | 1121.8 | -112330.9187 |